52
Properties=species:S:1:pos:R:3:forces:R:3 method="wB97M-V/def2-TZVPD" total_energy_ha=-1450.235940 e_homo_ev=-11.257 relative_energy_kj_mol=0.0 spin_multiplicity=1 charge=+1
C 6.258624 -0.016513 0.519195 -0.08 -0.10 0.03
N 5.352862 0.058638 1.695255 0.18 -0.08 -0.28
C 5.561066 -1.072131 2.622560 -0.04 0.06 0.09
C 3.989449 0.083116 1.298903 -0.08 0.14 0.18
O 3.433326 -0.732670 0.619550 0.02 -0.10 -0.13
C 3.170895 1.272830 1.824739 0.00 0.12 0.10
N 1.991526 0.789236 2.539314 -0.40 -0.10 0.21
C 1.906717 0.634554 3.858422 0.06 0.06 0.04
N 0.706909 0.141177 4.145097 0.04 -0.11 -0.32
C -0.019447 -0.056039 2.974783 0.37 0.21 0.12
P -1.741866 -0.735113 2.962887 0.24 -0.02 -0.21
N -2.012058 -0.347849 1.318388 -0.67 -0.22 0.41
O -1.359526 -2.321869 2.891672 -0.11 0.08 0.04
C 0.800615 0.368702 1.971501 0.01 0.00 0.01
H 5.762300 -0.461849 -0.347608 0.07 -0.02 0.07
H 6.616267 0.981673 0.265569 -0.04 -0.06 -0.01
H 7.114888 -0.642284 0.771318 -0.04 0.12 -0.01
H 6.599061 -1.054498 2.956489 -0.13 0.01 -0.02
H 4.922157 -0.956983 3.504800 0.06 0.00 -0.08
H 5.338793 -2.038302 2.155725 0.04 0.04 0.00
H 2.821652 1.859715 0.971645 0.09 -0.04 0.06
H 3.748768 1.917821 2.484310 -0.01 -0.12 -0.02
H 2.682792 0.879665 4.569529 -0.11 0.00 -0.08
H 0.369996 -0.068011 5.074576 0.06 0.02 -0.01
H -2.916562 0.102258 1.208561 0.08 0.06 -0.06
H -2.050593 -1.193655 0.754936 -0.06 0.15 0.03
H -0.779611 -2.567802 2.157223 0.04 -0.08 0.11
H 0.628332 0.415874 0.905844 0.01 0.00 0.12
C 1.001995 -0.380751 -3.257635 -0.02 0.03 0.01
C -0.029090 -0.264623 -4.179537 -0.01 0.01 -0.01
C -1.345487 -0.453734 -3.780221 0.14 -0.06 0.00
C -1.633256 -0.754956 -2.456652 0.11 -0.21 0.06
C -0.600850 -0.867839 -1.535922 0.04 -0.11 -0.08
C 0.715683 -0.685203 -1.933788 0.10 0.04 0.03
H 2.027720 -0.238411 -3.571863 0.00 -0.01 0.00
H 0.193222 -0.029500 -5.211975 0.00 -0.01 -0.01
H -2.146974 -0.369771 -4.502420 0.03 -0.05 -0.04
H -2.659294 -0.906104 -2.144942 0.17 -0.10 -0.08
H -0.826878 -1.100446 -0.502895 0.27 0.01 -0.34
H 1.523288 -0.786873 -1.217482 0.01 -0.03 -0.01
C -5.442612 1.037328 -3.416766 0.02 0.00 0.04
C -6.634309 1.057426 -2.705128 -0.03 -0.01 0.01
C -6.619422 0.984123 -1.319567 -0.03 -0.01 -0.02
C -5.410200 0.892783 -0.644782 0.06 -0.01 0.00
C -4.218724 0.870179 -1.356962 -0.10 0.11 0.06
C -4.233134 0.942733 -2.743265 -0.15 0.15 -0.09
H -5.456887 1.097125 -4.497052 0.00 0.01 -0.01
H -7.576573 1.133107 -3.231431 -0.01 -0.01 0.00
H -7.549000 1.000295 -0.766170 0.00 0.00 0.00
H -5.404060 0.842971 0.438013 -0.01 0.01 0.00
H -3.268928 0.809902 -0.838709 0.00 0.06 -0.03
H -3.303561 0.930547 -3.298030 -0.20 0.14 0.09

---

52
Properties=species:S:1:pos:R:3:forces:R:3 method="wB97M-V/def2-TZVPD" total_energy_ha=-1184.421194 e_homo_ev=-8.344 relative_energy_kj_mol=79.1 spin_multiplicity=1
O 1.217179 -1.792945 -0.057035 0.36 0.53 0.94
O 0.116205 2.533544 0.441932 -0.08 -0.50 -0.14
O 4.643133 2.854247 -0.032392 -1.21 -0.12 -0.24
C 0.224296 -1.796303 -0.757494 1.10 -1.34 -0.88
C 0.352287 1.415891 -0.014504 -0.26 0.44 0.18
C 3.472435 2.502534 0.174680 2.44 0.27 0.68
C -4.199766 -0.325575 -0.446409 0.12 1.06 -0.36
C -3.174229 -0.184062 0.411406 0.80 -0.97 1.97
C -3.076831 -2.733713 3.368668 -0.48 0.78 -1.04
C -4.272257 -3.399199 3.017040 -0.39 0.28 -0.46
C -2.628026 -1.648285 2.603694 -0.98 -0.73 -0.21
C -5.001027 -3.017599 1.887081 0.00 0.43 0.20
C -3.352885 -1.223048 1.459181 0.73 -0.07 -0.18
C -4.501351 -1.942516 1.116595 -0.74 0.44 -0.18
N -5.040975 -1.304638 -0.011748 -0.23 -1.40 0.48
N 2.950334 2.514982 1.413081 -0.33 -0.16 0.17
N -0.636022 -0.784385 -0.845027 0.22 1.56 1.55
N 1.501262 1.129902 -0.657327 -0.04 -0.40 0.08
C 0.015601 -2.948611 -1.691890 -0.49 0.57 -0.80
C 3.483621 3.153996 2.613006 0.37 -1.11 -0.41
C 3.974793 0.143037 -1.983823 -0.82 0.53 0.10
C 2.430218 1.530534 -3.423480 0.58 -0.58 0.16
C -2.096871 0.840481 0.378736 0.54 0.05 -1.44
C 3.369275 1.549563 -2.197245 -0.21 -0.49 -0.81
C -0.662565 0.250895 0.208527 -0.31 0.42 -0.43
C 2.575501 2.061288 -0.976443 -0.17 0.46 -0.51
H -4.343320 0.339205 -1.308245 -0.43 -0.66 0.37
H -2.539663 -3.016701 4.255176 0.15 -0.12 0.15
H -4.688378 -4.184142 3.653281 0.30 0.20 -0.20
H -1.739101 -1.156134 2.908306 0.69 0.47 0.18
H -5.989613 -3.452763 1.674225 0.66 0.07 0.01
H -5.895235 -1.598509 -0.431055 -0.22 0.00 -0.37
H 2.032932 2.158716 1.448175 -1.12 -0.03 0.34
H -1.431320 -0.878754 -1.422207 -0.88 -0.09 -0.44
H 1.645958 0.168331 -0.918878 0.09 -0.10 0.20
H 0.868923 -3.614715 -1.651004 -0.10 -0.07 0.07
H -0.109222 -2.546000 -2.710908 0.12 -0.26 0.19
H -0.916907 -3.430162 -1.442311 -0.24 -0.51 0.08
H 4.537997 3.244473 2.444088 0.62 0.25 0.02
H 3.356038 2.525295 3.514683 -0.20 0.24 -0.58
H 3.061033 4.128786 2.766480 -0.31 0.47 0.10
H 3.184061 -0.593179 -1.758370 0.34 0.13 0.02
H 4.653462 0.213534 -1.148668 0.39 -0.34 0.23
H 4.479004 -0.220954 -2.878755 0.13 0.17 0.05
H 3.020574 1.268330 -4.321700 -0.42 0.11 0.35
H 1.630175 0.789582 -3.284494 0.16 0.13 -0.17
H 1.974827 2.498952 -3.560513 -0.19 0.36 -0.20
H -2.286040 1.467191 -0.525293 0.12 0.00 0.80
H -2.084342 1.458179 1.275478 -0.08 0.14 -0.18
H 4.186505 2.246639 -2.444771 -0.34 -0.14 0.55
H -0.392379 -0.194577 1.165503 0.25 -0.30 -0.10
H 2.100692 2.999364 -1.297034 -0.04 -0.05 0.12

---

53
Properties=species:S:1:pos:R:3:forces:R:3 method="wB97M-V/def2-TZVPD" total_energy_ha=-1259.512360 e_homo_ev=-8.913 relative_energy_kj_mol=573.5 spin_multiplicity=1
C 8.116997 1.573850 0.270314 -0.23 0.15 0.08
C 6.817728 0.862035 0.247101 -0.04 -0.93 -0.28
C 6.470479 -0.413096 -0.096531 -0.07 0.63 0.21
C 5.066355 -0.441442 0.108929 0.53 1.07 0.26
N 4.637240 0.725173 0.535656 -1.08 -0.79 -0.08
O 5.712501 1.530682 0.622288 0.77 0.35 0.00
C 4.184085 -1.553258 -0.109254 -0.17 -0.90 -0.28
N 4.501965 -2.714648 -0.595567 1.18 1.27 0.26
N 3.372028 -3.439618 -0.648571 -1.36 -0.63 -0.01
C 2.414321 -2.696687 -0.191042 0.29 -0.54 -0.31
O 2.866526 -1.476059 0.172410 0.02 0.18 0.09
C 0.983079 -3.031564 -0.038974 -0.20 0.32 0.22
C 0.104433 -1.856909 -0.480011 -0.06 -0.30 0.21
H 0.604110 -0.921171 -0.233443 -0.04 0.05 -0.15
C -1.239561 -1.877628 0.232211 0.17 0.25 -0.22
O -1.587195 -2.811493 0.932708 0.04 -0.42 0.15
N -2.008836 -0.778774 0.057870 -0.34 -0.07 -0.01
C -3.271964 -0.705125 0.763223 -0.30 -0.30 -0.16
H -3.274637 -1.523733 1.485887 -0.04 0.18 -0.04
H -3.334493 0.253065 1.286386 -0.03 0.01 0.06
C -4.481911 -0.857773 -0.179442 0.19 -0.36 0.42
H -4.250033 -1.642921 -0.908176 -0.02 0.06 0.10
C -5.776600 -1.145060 0.588917 0.09 0.15 -0.17
H -6.472916 -1.688741 -0.050210 0.00 -0.05 0.01
C -6.303650 0.261523 0.862104 0.12 0.04 -0.15
H -5.814328 0.687699 1.738177 -0.03 0.03 0.04
C -5.879042 1.000748 -0.406309 -0.36 0.22 0.01
H -6.662828 0.947581 -1.173332 0.05 0.05 0.09
O -4.720492 0.345650 -0.901463 0.11 0.01 -0.14
H -5.637430 2.052855 -0.228486 -0.06 -0.07 -0.02
H -7.380110 0.291732 1.011626 -0.03 0.04 0.06
H -5.602185 -1.722519 1.492545 -0.01 -0.08 0.02
C -1.636039 0.384785 -0.722450 0.20 0.26 0.12
C -0.758069 1.378690 0.053168 -0.26 -0.18 -0.15
H -0.779276 1.117202 1.113171 -0.01 0.01 0.00
C 0.685171 1.632389 -0.430643 0.28 -0.06 0.12
H 1.488620 1.235798 0.187737 0.07 -0.08 -0.06
H 0.840066 1.315377 -1.461114 -0.01 -0.08 -0.09
C 0.441712 3.144252 -0.318464 0.17 0.27 -0.09
H 0.890367 3.574841 0.573581 0.03 0.03 0.04
H 0.730697 3.740300 -1.180968 0.07 0.08 0.02
C -1.060923 2.874051 -0.159353 -0.09 0.13 0.13
H -1.559443 3.385079 0.661897 -0.11 0.04 -0.01
H -1.618127 3.053546 -1.076914 -0.07 0.00 -0.09
H -1.136849 0.072846 -1.642260 -0.03 0.05 -0.01
H -2.570562 0.870944 -1.010282 0.17 -0.06 -0.04
H -0.055477 -1.890385 -1.559561 0.03 0.13 -0.01
H 0.770616 -3.243006 1.014060 0.01 -0.05 -0.11
H 0.770821 -3.938048 -0.603549 0.08 0.03 0.08
H 7.083140 -1.217321 -0.439427 0.23 -0.15 -0.08
H 8.086347 2.430021 -0.401733 0.06 0.04 -0.04
H 8.910669 0.900856 -0.037923 0.04 -0.01 -0.01
H 8.322892 1.943427 1.273462 0.08 0.01 0.04

---

54
Properties=species:S:1:pos:R:3:forces:R:3 method="wB97M-V/def2-TZVPD" total_energy_ha=-1719.217111 e_homo_ev=-2.574 relative_energy_kj_mol=79.0 spin_multiplicity=1 charge=-1
C 2.127288 4.363826 2.716445 -0.25 0.19 -0.08
C 0.952631 3.876941 1.878605 -0.03 -0.29 0.09
C 1.055718 2.378055 1.653606 -0.41 -0.30 -0.25
C -0.092905 1.828191 0.792013 0.86 -0.34 -0.91
C -1.459304 1.964776 1.258664 -2.98 1.12 2.26
C -2.557650 2.618790 0.552183 1.84 -0.95 2.38
O -3.629464 2.944853 1.033480 -0.73 0.21 -0.53
O -2.279386 2.821133 -0.754254 -0.68 0.46 -1.48
C -3.403705 3.342087 -1.484062 0.57 -0.18 0.32
C -3.058838 3.207047 -2.937959 0.18 0.08 -0.39
C -1.757347 1.694574 2.671035 -0.27 1.38 -2.70
O -2.649839 2.145468 3.367556 -0.12 -0.36 0.56
O -0.842193 0.830893 3.185868 0.17 -0.97 1.44
C -1.192486 0.461347 4.524011 0.25 0.02 -0.28
C -0.184010 -0.550119 4.997190 0.26 -0.15 0.14
H 2.072514 5.446212 2.838633 0.20 0.08 0.13
H 2.098779 3.896226 3.706079 0.08 0.07 -0.07
H 3.076180 4.102405 2.235861 -0.04 0.08 0.09
H -0.004798 4.097767 2.373350 0.23 0.00 -0.11
H 0.927852 4.379744 0.900001 0.03 -0.01 0.19
H 1.988698 2.146924 1.115447 0.00 0.08 0.19
H 1.059004 1.826988 2.602408 0.23 0.30 -0.11
H -0.066007 2.362764 -0.165945 0.27 -0.39 0.59
H 0.101681 0.747190 0.646755 0.47 0.15 -0.41
H -4.302872 2.764856 -1.236434 0.16 0.27 0.08
H -3.537484 4.393102 -1.195106 -0.28 -0.22 -0.06
H -3.917463 3.475320 -3.552247 -0.07 0.03 -0.12
H -2.226849 3.863148 -3.203860 0.00 -0.06 -0.02
H -2.763947 2.181034 -3.172493 -0.06 0.07 0.03
H -1.181883 1.361588 5.153944 -0.19 -0.29 -0.04
H -2.203587 0.031167 4.521443 0.19 0.24 0.11
H -0.494912 -0.931988 5.970076 0.04 -0.09 0.09
H -0.106477 -1.392506 4.302764 -0.02 0.11 0.05
H 0.807594 -0.102363 5.114988 -0.06 -0.06 -0.09
C 1.418634 -7.419524 -2.108358 -0.04 -0.19 -0.04
C 1.495266 -5.959965 -2.459208 0.03 0.41 0.01
C 2.467848 -5.151459 -1.857230 -0.07 0.44 -0.27
C 2.532322 -3.778429 -2.129009 -0.14 -0.24 0.21
C 1.585921 -3.205458 -2.985996 -0.14 -0.08 0.07
S 1.629802 -1.435082 -3.296715 -0.54 2.05 1.66
N 0.551615 -0.629098 -1.906067 1.29 -2.03 -1.33
C 0.259299 0.554765 -1.930456 -0.20 3.26 -1.34
O -0.016769 1.715805 -1.998652 0.83 -3.76 -0.47
O 2.962361 -0.943858 -3.038995 -1.00 -0.67 -0.17
O 0.949690 -1.136640 -4.521084 0.14 -0.40 0.28
C 0.657928 -4.009714 -3.659414 -0.05 -0.06 0.25
C 0.608563 -5.381050 -3.376341 0.22 0.22 0.04
H 0.612945 -7.911964 -2.652504 -0.01 0.01 0.03
H 2.346878 -7.944518 -2.351192 -0.02 0.12 -0.01
H 1.242394 -7.567348 -1.038272 0.00 0.11 -0.11
H 3.178963 -5.608096 -1.163767 -0.18 0.24 -0.23
H 3.311483 -3.167756 -1.674742 -0.31 -0.05 -0.07
H -0.018619 -3.577163 -4.395249 0.13 0.00 0.29
H -0.131059 -6.020887 -3.866797 0.24 0.33 0.10